No. 1
C5H7NO | the ωB97M-V functional and the def2-TZVPD basis

Summary:
* net charge: 0
* F_max: 0.0196 Eh/bohr
* orbital gap: 8.572 eV
* SMILES string: Cc1coc(N)c1
* energy relative to the best compared isomer or geometry (same formula, charge and spin): 122.9 kJ/mol

Cartesian coordinates (Å):
C (2.1792, -0.3519, -0.5969)
C (0.7252, -0.0472, -0.4195)
C (0.5016, 1.1274, 0.2123)
O (-0.7801, 1.2073, 0.6692)
C (-1.3821, 0.0795, 0.2596)
N (-2.6956, -0.0287, 0.6774)
C (-0.5495, -0.7186, -0.4719)
H (2.6128, 0.5888, -0.2292)
H (2.5336, -0.6653, -1.5852)
H (2.5297, -1.0738, 0.1479)
H (1.0323, 2.0536, 0.0812)
H (-2.8326, 0.4246, 1.5732)
H (-3.0219, -0.9832, 0.6829)
H (-0.8528, -1.6126, -1.0010)

No. 2
H3N3O5S | the ωB97M-V functional and the def2-TZVPD basis

Summary:
* 2S+1: 3
* net charge: 0
* F_max: 0.1171 Eh/bohr
* orbital gap (spin up / spin down): 7.908 / 7.367 eV
* energy relative to the best compared isomer or geometry (same formula, charge and spin): 0.0 kJ/mol

Cartesian coordinates (Å):
N (2.4110, 0.0549, 0.6766)
N (1.1766, 0.4522, 0.4264)
N (-1.3327, -1.1739, -0.0332)
O (-0.2267, -1.6748, 0.1946)
O (-2.2449, -1.7059, -0.5345)
O (-2.6391, 0.9135, 0.9030)
O (-1.5882, 1.1675, -1.2922)
O (0.9555, 0.7667, -0.7420)
S (-1.3835, 0.7130, 0.2759)
H (2.5512, 0.0643, 1.7587)
H (3.1097, -0.4322, 0.0930)
H (-0.7889, 0.8547, -1.7265)

No. 3
C15H38N3O9P | the ωB97M-V functional and the def2-TZVPD basis

Summary:
* net charge: 0
* F_max: 0.0239 Eh/bohr
* orbital gap: 8.687 eV
* SMILES string: COCNC(=O)OP(O)O.COCCNCCOC.COCCNCCOC

Cartesian coordinates (Å):
C (-2.0867, -4.5811, 4.0089)
O (-0.7267, -4.6785, 3.6132)
C (-0.1151, -3.4441, 3.3675)
N (-0.4644, -2.8782, 2.0715)
C (-1.2904, -1.7672, 1.9414)
O (-1.3942, -1.1528, 0.9063)
O (-1.9673, -1.4103, 3.0670)
P (-1.9736, 0.2467, 3.4672)
O (-2.5200, 0.0329, 4.9750)
O (-0.3690, 0.4312, 3.7167)
H (-2.1871, -3.9593, 4.9046)
H (-2.4267, -5.5919, 4.2339)
H (-2.7147, -4.1710, 3.2114)
H (0.9615, -3.6316, 3.3701)
H (-0.3683, -2.7358, 4.1629)
H (-0.7550, -3.6088, 1.4318)
H (-1.9120, -0.4677, 5.5368)
H (0.1487, -0.3791, 3.8048)
C (-2.9559, 5.6291, -2.3726)
O (-2.1738, 4.6863, -3.0740)
C (-1.1003, 4.1267, -2.3280)
C (-1.3458, 2.6702, -2.0035)
N (-2.4259, 2.5117, -1.0430)
C (-2.8654, 1.1327, -0.8328)
C (-3.4412, 0.3684, -2.0164)
O (-4.6945, 0.8388, -2.4797)
C (-4.6425, 1.9273, -3.3782)
H (-3.5998, 6.1197, -3.1005)
H (-3.5880, 5.1621, -1.6091)
H (-2.3296, 6.3871, -1.8922)
H (-0.9278, 4.7017, -1.4131)
H (-0.2024, 4.1993, -2.9482)
H (-0.4306, 2.2503, -1.5736)
H (-1.5355, 2.1489, -2.9528)
H (-3.2153, 3.0714, -1.3370)
H (-3.6298, 1.1553, -0.0521)
H (-2.0286, 0.5609, -0.4310)
H (-3.6200, -0.6549, -1.6772)
H (-2.7333, 0.3030, -2.8529)
H (-3.7552, 1.8826, -4.0163)
H (-4.6583, 2.8915, -2.8610)
H (-5.5293, 1.8732, -4.0101)
C (5.9924, 0.8725, -0.3874)
O (4.6263, 1.0827, -0.6754)
C (4.1946, 0.5762, -1.9316)
C (3.2716, -0.6098, -1.7633)
N (3.9845, -1.7710, -1.2500)
C (3.1328, -2.8866, -0.8524)
C (2.1151, -2.6613, 0.2585)
O (2.6820, -2.4658, 1.5432)
C (3.0851, -1.1405, 1.8307)
H (6.2335, 1.4726, 0.4882)
H (6.2156, -0.1765, -0.1614)
H (6.6284, 1.1938, -1.2178)
H (5.0539, 0.3131, -2.5558)
H (3.6435, 1.3763, -2.4333)
H (2.8447, -0.8624, -2.7389)
H (2.4449, -0.2936, -1.1120)
H (4.5499, -1.4903, -0.4598)
H (3.7896, -3.7023, -0.5400)
H (2.5936, -3.2365, -1.7391)
H (1.5212, -3.5737, 0.3377)
H (1.4113, -1.8524, 0.0322)
H (2.4282, -0.4074, 1.3544)
H (4.1171, -0.9469, 1.5254)
H (3.0304, -1.0071, 2.9124)

No. 4
C23H28CdN6S | the ωB97M-V functional and the def2-TZVPD basis

Summary:
* net charge: 0
* F_max: 0.0044 Eh/bohr
* orbital gap (spin up / spin down): 6.094 / 6.093 eV

Cartesian coordinates (Å):
Cd (-0.7082, -0.3568, 0.8710)
C (3.8904, -2.9252, -1.3946)
C (3.6759, -1.8691, -2.2741)
C (2.8177, -0.8356, -1.9379)
C (2.1516, -0.8263, -0.7031)
C (2.3895, -1.8834, 0.1803)
C (3.2440, -2.9204, -0.1654)
N (1.1643, 0.1063, -0.3980)
C (1.3552, 1.4145, -0.5855)
C (2.6236, 2.0429, -0.7897)
C (2.7296, 3.3981, -0.9085)
C (1.6043, 4.2539, -0.8555)
C (0.3710, 3.7013, -0.6747)
C (0.2273, 2.3041, -0.5419)
N (-0.9753, 1.6833, -0.3843)
N (-2.0573, 2.3226, -0.4707)
C (-3.1800, 1.4774, -0.3101)
C (-4.4285, 2.0087, -0.6318)
C (-5.5365, 1.1924, -0.5308)
C (-5.3760, -0.1214, -0.0999)
C (-4.1026, -0.5552, 0.2218)
N (-3.0259, 0.2247, 0.1149)
H (4.5561, -3.7349, -1.6621)
H (4.1750, -1.8560, -3.2357)
H (2.6326, -0.0315, -2.6406)
H (1.8718, -1.8917, 1.1318)
H (3.4033, -3.7321, 0.5333)
H (3.5142, 1.4303, -0.8091)
H (3.7142, 3.8334, -1.0326)
H (1.7304, 5.3241, -0.9402)
H (-0.5216, 4.3094, -0.6169)
H (-4.4902, 3.0365, -0.9590)
H (-6.5180, 1.5716, -0.7838)
H (-6.2185, -0.7907, 0.0000)
H (-3.9178, -1.5611, 0.5828)
C (0.6829, -0.3608, 5.1885)
C (0.7291, -0.2127, 3.6666)
C (1.3065, 1.1495, 3.2920)
C (-0.6511, -0.4221, 3.0434)
H (1.6724, -0.2479, 5.6390)
H (0.2869, -1.3365, 5.4755)
H (0.0288, 0.4022, 5.6201)
H (1.4124, -0.9817, 3.2831)
H (0.6314, 1.9464, 3.6184)
H (1.4339, 1.2458, 2.2113)
H (2.2775, 1.3213, 3.7621)
H (-1.3363, 0.3382, 3.4375)
H (-1.0600, -1.3900, 3.3504)
C (-1.4850, -1.1964, -3.7030)
N (-1.7254, -1.7106, -2.3714)
C (-0.8462, -2.4257, -1.6653)
N (0.2913, -2.7938, -2.2562)
S (-1.1652, -2.8654, -0.0520)
H (-2.3393, -0.5959, -4.0026)
H (-1.3664, -2.0065, -4.4261)
H (-0.5988, -0.5560, -3.7256)
H (-2.5562, -1.4365, -1.8742)
H (0.5833, -2.4091, -3.1388)
H (1.0079, -3.1997, -1.6723)

Number 2 is which compound?
H3N3O5S

Among the records above, which one has the lowest F_max?
C23H28CdN6S